80
Properties=species:S:1:pos:R:3:mulliken_charge:R:1 method="wB97M-V/def2-TZVPD" gap_ev=10.0 relative_energy_kcal_mol=40.4 smiles=OCCO.OCCO.OCCO.OCCO.OCCO.OCCO.OCCO.OCCO
C -0.192 -4.554 2.915 -0.84
O 4.113 1.143 0.569 -0.40
C 0.860 0.209 -0.202 0.42
H 5.961 0.710 0.490 0.33
C 0.151 1.429 0.512 0.01
O -3.483 1.779 -3.631 -0.57
H 4.154 -0.858 -0.820 0.09
H -0.122 5.581 0.759 0.33
H -1.864 1.813 -2.436 -0.23
O -1.647 -2.921 -1.303 -0.56
H 0.465 -5.423 2.910 0.46
H 0.403 -3.875 3.526 0.35
O -2.603 -2.145 4.465 -0.44
H 2.960 -1.496 0.769 0.41
H 0.814 2.126 1.025 0.41
O 0.324 -3.758 -4.325 -0.54
C 5.059 0.240 0.884 -0.41
O 3.806 -1.949 0.777 -0.60
H -0.368 2.016 -0.245 -0.32
H 4.095 1.797 1.271 0.20
C -0.427 -3.368 -2.015 -0.03
H -1.070 -2.409 -3.785 0.19
O 2.433 3.114 -4.491 -0.54
H -0.591 0.727 2.184 0.20
H -2.844 0.206 -0.719 0.05
H -3.070 -0.463 5.651 0.35
C -0.228 -3.848 1.448 -0.16
H -1.666 -1.326 6.148 0.30
H -3.919 2.633 -3.587 0.35
C -1.087 5.330 0.320 -0.52
C 4.685 -1.052 0.112 -0.33
H 3.379 0.585 -2.557 0.15
H 4.289 1.819 -3.359 0.45
H -3.099 4.823 0.957 0.26
H 1.254 1.865 -3.408 -0.12
C -2.125 4.960 1.427 -0.47
H -1.452 3.184 1.577 0.34
H -0.086 -4.333 -1.639 0.46
H -1.502 6.176 -0.228 0.32
H 0.771 -3.852 1.011 0.33
O -0.448 -0.761 3.551 -0.48
H -3.445 -1.938 4.053 0.28
H -1.819 -3.918 3.357 0.32
O -2.794 -0.711 -2.535 -0.50
H -0.866 -1.565 3.235 0.29
C -0.765 -3.412 -3.488 -0.49
H -3.237 2.474 -1.602 0.35
C -1.409 -0.102 4.384 -0.36
O -0.756 -2.487 1.552 -0.30
O -1.441 -4.777 3.559 -0.56
H 5.198 0.103 1.956 0.31
H 3.810 2.034 -1.064 0.35
H -1.994 0.456 3.652 0.27
H -1.905 -2.092 -1.712 0.31
H -0.186 4.236 -1.000 0.24
H -0.853 0.582 5.024 0.37
C -3.246 0.375 -1.718 -0.34
H 2.232 1.145 -4.729 0.31
H 1.670 0.564 -0.839 0.00
C -2.942 1.706 -2.317 0.19
H 1.599 3.450 -4.828 0.31
H 5.556 -1.660 -0.134 0.38
H -0.064 -4.111 -5.130 0.33
H -4.323 0.210 -1.681 0.35
C 3.326 1.622 -2.888 -0.27
C 2.222 1.863 -3.910 -0.06
O -1.082 4.406 -0.700 -0.38
C -2.232 -1.042 5.261 -0.59
O -0.955 1.029 1.349 -0.51
O 3.300 2.504 -1.727 -0.56
H 0.397 -2.697 -1.770 0.01
H -1.593 -4.092 -3.689 0.34
H 0.138 -0.293 -0.847 -0.17
H -2.227 5.809 2.102 0.37
O -1.703 3.854 2.217 -0.49
H -1.208 -2.327 0.720 0.17
H 0.474 -1.106 1.101 0.21
H -3.360 -0.730 -3.310 0.28
O 1.284 -0.747 0.733 -0.18
H -0.884 -4.488 0.859 0.22



16
Properties=species:S:1:pos:R:3:nbo_charge:R:1 method="wB97M-V/def2-TZVPD" gap_ev=11.1 relative_energy_kcal_mol=22.7 smiles=COC[C@@H](C)O
C -0.193 -0.215 1.116 0.08
C 0.795 0.268 2.167 -0.62
H 0.543 1.071 -0.452 0.17
O -0.708 -0.415 -1.169 -0.56
C 0.323 0.000 -0.298 -0.08
H -1.928 0.287 0.483 0.48
C -0.407 -0.228 -2.528 -0.24
H -0.361 -1.297 1.248 0.16
H -0.149 0.820 -2.746 0.17
H 0.431 -0.868 -2.846 0.17
H 1.571 -0.484 2.344 0.21
H 1.278 1.205 1.867 0.21
O -1.409 0.488 1.277 -0.72
H 1.248 -0.573 -0.473 0.17
H -1.299 -0.502 -3.097 0.19
H 0.263 0.445 3.106 0.23



62
Properties=species:S:1:pos:R:3:nbo_charge:R:1 method="wB97M-V/def2-TZVPD" gap_ev=9.1 relative_energy_kcal_mol=95.2
H -3.723 1.453 1.993 0.50
H -0.656 -0.971 2.170 0.20
O -3.884 0.905 2.818 -0.98
H -3.512 -2.233 1.972 0.49
H 2.862 -3.822 0.328 0.47
C 0.032 0.021 1.971 -0.43
H 4.474 0.235 -1.360 0.49
O -1.712 1.539 -1.899 -1.01
H 0.554 3.784 1.323 0.52
H 3.432 0.858 -2.879 0.50
H 1.970 0.926 2.777 0.24
H 1.331 0.708 0.475 0.17
H -0.553 0.884 2.448 0.22
H -2.214 -0.974 -0.739 0.51
H -2.257 -2.834 -2.957 0.16
O -2.067 -3.349 1.135 -0.98
H 3.400 1.265 -0.812 0.52
O 0.953 3.221 2.078 -0.97
H -3.315 0.896 0.184 0.47
O -2.992 -1.574 -0.662 -1.03
H 0.364 -1.808 0.137 0.40
C 0.454 -0.819 -1.745 -0.24
H -2.306 1.751 -0.129 0.49
C 0.168 -2.168 -2.430 -0.54
H 1.375 -0.516 3.767 0.20
O 3.191 -2.900 0.434 -0.95
C 0.262 0.255 0.469 -0.24
O 4.074 1.134 -1.504 -0.94
S -1.221 -2.229 -3.642 -0.06
O 2.881 0.620 -3.702 -1.01
H -0.354 0.965 -0.055 0.19
H 0.515 2.960 -1.182 0.49
H 2.909 -0.294 -3.875 0.47
H -4.246 -0.848 2.430 0.52
H 0.088 0.002 -2.282 0.21
H 1.277 1.490 -3.282 0.53
H -2.327 2.008 -2.463 0.48
O 0.744 2.213 -2.865 -1.00
H 2.386 2.544 1.369 0.48
O 0.371 -2.851 1.730 -0.97
N -0.051 -0.944 -0.424 -0.69
H 0.332 -3.053 -1.718 0.24
H 2.367 -2.437 0.636 0.48
H 1.115 3.714 2.801 0.47
H 0.739 2.892 -3.546 0.49
H -2.142 -2.639 0.441 0.51
H 0.491 -2.428 2.516 0.47
H 1.566 -0.728 -1.627 0.16
H 2.136 -0.729 2.289 0.21
H -0.589 -3.019 1.670 0.50
C 1.413 -0.061 2.678 -0.65
O -0.008 3.602 -0.743 -0.97
O 3.204 2.221 1.237 -0.96
H -3.682 -1.364 0.053 0.52
H -2.468 -4.016 0.700 0.48
O -4.273 -1.653 1.837 -1.01
O -2.981 1.693 0.481 -0.95
H 3.697 2.747 1.814 0.46
H 1.128 -2.347 -3.033 0.22
H -0.875 3.170 -0.503 0.48
H -3.006 1.153 3.237 0.47
H -0.843 1.784 -2.339 0.51



7
Properties=species:S:1:pos:R:3:nbo_charge:R:1 method="wB97M-V/def2-TZVPD" gap_ev=6.5 relative_energy_kcal_mol=25.2 total_charge=-2
O -5.539 -0.878 -1.141 -0.61
C 2.345 1.720 -0.367 0.53
H 5.472 -0.365 0.252 0.08
N -5.018 -0.305 -0.129 0.21
O 2.991 2.316 0.373 -0.54
O -4.958 -0.966 0.961 -0.60
S 4.706 -1.523 0.050 -1.07



16
Properties=species:S:1:pos:R:3:nbo_charge:R:1 method="wB97M-V/def2-TZVPD" gap_ev=8.6 relative_energy_kcal_mol=111.8
H 0.175 1.980 0.318 0.23
C 1.568 -1.065 -0.304 0.29
C 1.015 1.291 0.171 -0.60
C -1.824 0.259 -0.344 -0.29
C 0.468 -0.133 -0.048 -0.17
H 1.666 1.323 1.053 0.22
C -0.429 -0.575 1.133 -0.44
H -0.720 -1.179 -1.570 0.20
H -1.464 0.324 0.963 0.26
H -0.670 -1.639 1.126 0.23
H -0.090 -0.270 2.128 0.23
H -0.458 0.540 -1.960 0.23
H 1.592 1.618 -0.702 0.23
C -0.643 -0.170 -1.144 -0.48
H -2.628 -0.490 -0.317 0.17
N 2.441 -1.815 -0.503 -0.31



125
Properties=species:S:1:pos:R:3:mulliken_charge:R:1 method="wB97M-V/def2-TZVPD" gap_ev=8.8 smiles="CCC[C@@H](C)[C@@]1(CCOC=O)C(=O)O[C@@](CN)([PH2]=N)[C@H]1COc1cc(C)ccc1C(C)C.FC(F)C(F)(F)COC(F)(F)C(F)F.FC(F)C(F)(F)COC(F)(F)C(F)F.FC(F)C(F)(F)COC(F)(F)C(F)F"
H -0.283 6.114 0.022 0.48
C -1.534 -3.147 0.195 -0.87
H -4.412 0.730 0.566 0.28
H 0.192 -1.122 -0.011 -0.05
C 7.153 -3.450 -2.721 0.17
H -0.760 -2.945 -2.958 0.44
H 3.098 2.617 -1.546 0.43
F 6.248 6.604 0.789 -0.20
C 6.923 7.657 0.288 0.08
H -3.697 4.990 0.594 0.38
O 8.852 -3.355 -1.032 -0.39
H -7.432 -2.836 0.920 0.44
F -10.862 -3.960 2.825 -0.22
F -11.817 -4.848 1.065 -0.26
H -3.567 -3.957 1.824 0.32
H -3.403 -2.050 -5.516 0.38
H 7.738 -2.848 -3.418 0.22
F -9.204 -4.399 0.539 -0.28
F 1.783 7.795 0.505 -0.32
H -4.201 -2.651 -0.068 0.41
H -4.787 -1.440 1.033 0.48
F 3.627 6.774 -0.009 -0.29
C -1.622 -2.999 -2.305 -0.85
F 6.966 9.936 -0.005 -0.33
F 5.678 -1.984 2.036 -0.27
H -1.764 -4.056 -2.107 0.53
P -2.953 0.024 1.988 0.54
H 1.790 -0.203 0.323 0.02
H -3.253 -1.156 -1.106 0.78
H 0.874 -3.445 0.403 0.68
H 0.580 0.058 -1.852 -0.73
H 2.536 2.633 0.610 0.86
C -0.747 2.250 -0.059 0.49
H 1.722 -1.196 -2.244 0.68
H -3.712 -2.428 -2.562 0.34
C -4.008 -2.190 0.896 -1.82
C 0.671 -0.998 -2.074 -0.86
H 2.580 -4.902 -0.052 0.34
H -1.383 0.328 -1.985 0.35
H 2.145 -5.993 -1.332 0.40
C 7.754 -2.363 1.010 0.93
F 7.514 -1.326 0.181 -0.26
C -1.855 0.340 -1.007 -3.13
C -1.704 4.505 -0.039 0.63
C -2.798 -2.550 -3.133 -1.16
O 3.658 8.911 0.708 -0.38
C 4.792 9.142 -0.104 -0.69
O -3.136 -0.091 -5.511 -0.45
H 9.749 -2.902 0.675 0.39
F 6.408 -4.346 -3.408 -0.26
H 3.108 0.908 -1.265 0.39
C -7.785 -2.549 3.056 1.00
C -8.067 -2.242 1.577 -0.90
H -3.327 5.429 -1.070 0.33
C 1.385 -3.986 -1.586 0.18
F 4.396 7.098 2.721 -0.23
F -8.316 -4.866 3.116 -0.25
C -10.044 -3.360 0.686 0.82
H -6.430 -4.233 2.870 0.18
F -10.537 -3.070 -0.541 -0.31
H -7.754 -1.205 1.455 0.42
F 6.099 9.205 1.868 -0.27
F 2.571 5.949 2.332 -0.19
H 2.625 0.671 1.605 0.46
F -6.742 -1.744 3.402 -0.29
H 2.564 7.862 2.926 0.23
C 6.175 8.968 0.542 0.87
C 3.089 7.674 0.835 0.81
C -11.249 -3.724 1.558 0.19
C -2.633 -1.393 0.868 1.22
C 0.678 4.177 0.029 -0.53
C -2.928 5.378 -0.062 -1.62
F 8.125 7.719 0.906 -0.27
O -1.627 -4.325 0.259 -0.57
H 7.087 7.509 -0.783 0.29
C -0.412 5.045 -0.006 -1.40
H 0.901 0.706 1.566 0.29
C 0.550 2.779 0.017 -0.64
C -2.280 -1.084 -0.633 0.14
F 8.922 -4.926 -2.558 -0.30
C 2.456 1.778 -1.304 -1.75
C 8.785 -3.313 0.380 -0.75
F 6.322 -2.649 -2.026 -0.16
C 0.158 -1.794 -0.859 0.00
O -2.479 -1.329 -3.814 -0.22
C 1.777 0.693 0.929 -1.31
H -2.839 2.704 -0.047 0.22
C -1.847 3.116 -0.058 -0.20
O -9.416 -2.237 1.147 -0.43
H 1.661 -3.532 -2.534 0.36
C 6.432 -2.965 1.487 0.07
H 1.707 1.638 -2.072 0.43
C 8.085 -4.211 -1.774 0.79
C 2.469 -4.979 -1.128 -1.33
C 1.129 -2.931 -0.522 -1.35
H 3.412 -4.822 -1.636 0.21
H -3.294 -0.597 3.205 0.07
H -1.729 0.660 2.232 -0.07
F 7.408 -5.088 -1.012 -0.27
H -11.977 -2.911 1.547 0.24
O -1.628 -2.336 1.294 -0.51
F 8.344 -1.863 2.135 -0.33
H 0.489 -4.563 -1.786 0.01
C 1.839 1.985 0.093 0.52
C -1.322 -2.233 -1.010 2.50
O -0.936 0.871 -0.056 0.79
H -3.010 -3.324 -3.869 0.81
H 6.604 -3.736 2.244 0.24
F 5.746 -3.493 0.455 -0.18
F -7.103 -4.047 4.737 -0.28
H 2.086 -2.445 -0.333 0.60
H 4.725 8.614 -1.056 0.33
H -2.747 0.945 -1.107 1.11
H 0.095 -1.166 -2.975 0.29
C -7.346 -3.971 3.405 0.20
H 1.668 4.605 0.075 0.46
C 3.125 7.181 2.284 0.20
H 8.729 -4.311 0.814 0.35
H 4.733 10.204 -0.336 0.38
N -4.157 -3.146 1.975 -0.25
N -4.056 1.021 1.469 -0.75
F -8.843 -2.186 3.814 -0.29
H -3.810 -2.713 2.822 0.29
C -3.047 -1.152 -5.003 0.07
H -2.681 6.383 0.257 0.40



19
Properties=species:S:1:pos:R:3:nbo_charge:R:1 method="wB97M-V/def2-TZVPD" gap_ev=10.4 relative_energy_kcal_mol=143.6 smiles="[H]/N=C/N1[C@H](C=C)[N@H+]1C=C" total_charge=+1
H -0.825 -1.354 0.939 0.45
H 2.595 -2.541 0.089 0.24
H 0.363 1.420 2.710 0.21
C 1.593 -2.153 -0.084 -0.34
H 0.927 -3.009 -0.159 0.23
H -3.198 0.562 -2.568 0.23
H -2.560 -0.531 -0.688 0.23
C -2.292 0.931 -2.047 -0.25
H 1.946 -0.109 0.683 0.27
C -1.808 0.085 -1.127 -0.29
N -0.505 0.536 1.038 -0.29
C 1.356 -1.067 0.592 -0.08
H 0.492 0.614 -0.898 0.27
H 2.295 2.223 1.226 0.41
H -1.766 1.709 -2.462 0.21
N -0.092 -0.729 0.583 -0.25
C -0.516 0.318 -0.388 0.10
N 1.483 1.689 0.920 -0.63
C 0.510 1.406 1.642 0.28



65
Properties=species:S:1:pos:R:3:mulliken_spin:R:1 method="wB97M-V/def2-TZVPD" gap_ev="7.0 / 6.9" multiplicity=5 relative_energy_kcal_mol=17.2 s2=6.02 total_charge=-1
C 3.053 -10.690 -13.007 0.00
H -0.699 -5.763 -23.223 0.00
C 6.083 -9.350 -16.904 0.00
H -3.323 -11.739 -19.583 0.00
H 0.933 -10.981 -19.277 0.00
C -0.078 -10.898 -18.888 0.01
Cl -0.815 -12.295 -21.017 0.00
H 3.978 -13.797 -14.214 0.00
H -1.676 -5.593 -13.802 0.00
O -1.667 -5.568 -12.784 0.00
O 0.038 -8.128 -19.433 0.08
N 3.719 -9.039 -18.390 -0.01
C -0.483 -6.973 -21.440 0.02
H 4.134 -8.143 -14.358 0.00
C 2.634 -8.708 -20.362 -0.01
H -3.499 -10.727 -17.220 0.00
Fe 0.834 -8.307 -17.669 3.77
C -1.172 -11.486 -19.554 -0.01
H 3.318 -9.900 -12.303 0.00
C 2.119 -7.409 -22.402 -0.01
N -0.267 -10.112 -17.809 -0.01
H 0.859 -11.104 -15.532 0.00
C -1.089 -6.650 -12.258 0.00
H -1.609 -9.504 -16.369 0.00
O 6.121 -9.731 -18.178 0.00
C 3.805 -11.867 -13.165 0.00
C -0.072 -6.439 -22.667 -0.01
O -1.450 -5.748 -15.411 0.01
C -0.656 -6.700 -15.672 0.00
C -1.475 -10.106 -17.263 0.01
N 1.207 -9.185 -13.819 0.00
C -0.127 -7.600 -14.581 0.01
C -2.567 -10.763 -17.803 0.00
C 6.249 -8.488 -14.296 0.00
C 5.012 -8.438 -14.934 0.00
C -0.186 -7.531 -13.102 0.00
C 1.694 -8.049 -21.203 0.00
H 3.144 -7.569 -22.771 0.00
H 3.453 -9.051 -20.934 0.00
H 2.012 -13.283 -15.698 0.00
O -0.275 -6.877 -16.896 0.03
C 7.314 -9.383 -16.221 0.00
Cl 1.165 -8.938 -11.161 0.00
C 7.376 -8.918 -14.944 0.00
C 1.953 -10.436 -13.836 0.00
O -1.226 -7.037 -11.105 0.00
C 1.643 -11.350 -14.853 0.00
C -2.469 -11.399 -19.028 0.00
H 1.551 -6.002 -24.024 0.00
N 0.707 -8.648 -14.946 0.00
H 8.321 -8.995 -14.382 0.00
O 2.615 -8.183 -16.545 0.06
H 4.725 -12.032 -12.615 0.00
C 0.436 -7.658 -20.605 0.00
C 2.356 -12.542 -14.987 0.00
C 0.746 -8.475 -12.725 0.00
C 3.445 -12.834 -14.135 0.00
N 2.547 -8.700 -19.061 0.04
C 4.941 -8.801 -16.270 0.00
H 6.348 -8.188 -13.270 0.00
H -1.510 -6.904 -21.070 0.00
H 8.218 -9.826 -16.641 0.00
H 5.260 -9.409 -18.567 0.00
C 3.677 -8.639 -17.113 0.00
C 1.242 -6.570 -23.112 0.01



20
Properties=species:S:1:pos:R:3:nbo_charge:R:1 method="wB97M-V/def2-TZVPD" gap_ev=10.2 relative_energy_kcal_mol=36.0 smiles=c1cncnc1.c1cncnc1
C 1.463 -3.279 3.259 0.06
C -2.236 5.025 -3.027 -0.32
H 0.619 -2.698 2.864 0.21
C -2.103 4.911 -4.407 0.07
N 2.176 -2.738 4.293 -0.44
H 1.381 -4.988 1.836 0.23
H -3.074 1.922 -4.929 0.18
C 1.859 -4.493 2.691 -0.31
H -1.869 5.796 -5.013 0.20
H -2.108 6.004 -2.546 0.23
C 3.012 -5.081 3.263 0.08
C -2.555 3.873 -2.335 0.06
H 3.369 -6.052 2.896 0.20
C -2.639 2.706 -4.295 0.23
N -2.364 3.747 -5.087 -0.44
N -2.780 2.651 -2.974 -0.44
N 3.627 -4.574 4.300 -0.45
H -2.564 3.768 -1.242 0.21
C 3.132 -3.480 4.803 0.25
H 3.656 -3.020 5.651 0.18



72
Properties=species:S:1:pos:R:3:mulliken_charge:R:1 method="wB97M-V/def2-TZVPD" gap_ev="6.0 / 6.0" relative_energy_kcal_mol=74.0 total_charge=+1
H -1.633 1.735 2.682 0.23
H -3.326 1.327 2.321 0.34
N 1.821 -0.630 -2.694 0.23
N -0.552 -1.910 3.177 0.27
H -1.868 -1.305 4.679 0.37
H 5.515 0.065 -2.261 0.40
H -5.058 -1.950 -1.279 0.42
H 4.634 1.132 -3.358 0.39
H -2.932 -2.209 2.594 0.40
H -2.080 1.249 1.044 0.16
N 3.583 0.477 -1.643 0.40
H -4.161 0.195 -0.139 0.34
H -2.231 2.777 -2.839 0.34
C -3.084 2.238 -2.434 -0.81
S -2.411 0.668 -1.745 0.99
H 2.387 -0.495 -4.719 0.36
H -3.626 -1.123 1.396 0.07
H 5.223 -0.986 2.536 0.45
H 2.352 1.051 -3.829 0.43
C 2.398 -0.163 -1.571 0.47
Cl 0.214 2.928 -1.406 1.69
H 4.307 -1.151 0.268 0.69
O -2.042 -0.147 -2.904 -0.83
H -0.230 -1.109 -2.651 0.37
H 1.369 0.049 4.050 0.47
H 4.266 -0.606 -3.315 0.37
H -3.981 -0.869 3.109 0.35
H 3.791 -0.256 4.406 0.42
C 2.337 -0.484 0.823 -0.01
C 0.751 -1.602 -2.630 -1.03
H 1.392 -2.636 3.531 0.33
C 3.371 -0.377 3.421 -0.89
H -1.773 -3.067 4.460 0.39
C -0.798 -0.788 2.452 0.48
O 1.405 2.645 -0.688 -0.60
H 0.190 -3.838 3.035 0.41
H -3.357 -2.084 -0.794 0.30
C 4.184 -0.757 2.358 -0.68
H -3.768 -1.743 -2.469 0.42
N -2.061 -0.294 2.511 0.27
H 0.845 0.276 -4.270 0.41
H 4.856 1.070 -0.076 0.38
C -4.056 -1.556 -1.437 -1.44
Pt -0.261 0.478 -0.372 0.86
C 4.537 0.256 -2.712 -1.23
H 0.820 -2.240 -3.511 0.38
O -0.892 2.900 -0.486 -0.56
H 4.362 2.345 -1.211 0.44
C -4.039 -0.064 -1.189 -0.70
C 2.017 -0.194 3.220 -0.01
H 0.841 -2.697 1.841 0.26
C 1.472 -0.303 1.939 -0.26
N 0.111 -0.195 1.694 -0.12
H -4.819 0.403 -1.784 0.57
H -4.698 2.611 -1.024 0.31
O 0.001 1.856 -2.349 -0.66
C 4.028 1.456 -0.675 -1.25
C -2.288 1.078 2.113 -0.88
C -3.209 -1.176 2.405 -0.96
O 0.283 4.146 -2.081 -0.70
H 3.210 1.754 -0.028 0.38
C 3.674 -0.830 1.079 -0.70
H -0.442 -2.184 5.234 0.38
C 1.871 0.086 -3.951 -1.35
C 0.533 -2.813 2.878 -0.92
H -3.109 3.265 -0.564 0.23
C -1.204 -2.133 4.451 -1.23
C -3.788 3.080 -1.393 -1.08
H 0.848 -2.216 -1.738 0.23
N 1.756 -0.386 -0.412 0.01
H -4.050 4.045 -1.822 0.42
H -3.727 1.922 -3.252 0.65



| no. | maximum force (hartree/bohr) | DFT total energy (eV) |
| --- | --- | --- |
| 1 | 0.0769 | -50125.5134 |
| 2 | 0.0073 | -8404.5606 |
| 3 | 0.1171 | -46839.2607 |
| 4 | 0.0501 | -19518.5625 |
| 5 | 0.0444 | -7853.3114 |
| 6 | 0.0257 | -135137.5736 |
| 7 | 0.0810 | -10842.0374 |
| 8 | 0.0631 | -112653.1719 |
| 9 | 0.0568 | -14384.8780 |
| 10 | 0.0724 | -67123.6264 |